1.
A structure of composition C30H39AsN6OPt, computed with the ωB97M-V functional and the def2-TZVPD basis.

The calculation puts the LUMO energy (alpha / beta) at -15.3 / -15.3 eV. The HOMO-LUMO gap (alpha / beta) is 3.5 / 3.6 eV. Its largest force on an atom is 0.0797 hartree/bohr. The HOMO energy (alpha / beta) is -18.87 / -18.88 eV. As for the charge: +4.

Cartesian coordinates (Å):
H1 -2.05 -3.01 -4.42
H2 1.64 -4.81 1.99
H3 4.01 1.81 0.76
H4 1.66 0.46 2.91
H5 -0.66 3.03 0.37
H6 2.56 2.73 1.85
H7 -6.86 -1.88 3.73
C1 -0.48 2.03 -1.51
H8 -2.34 -3.17 3.06
H9 2.86 3.64 -0.49
H10 -0.44 2.45 2.41
H11 -1.28 0.15 -1.70
C2 0.86 -2.99 1.18
C3 -2.76 -3.81 1.05
C4 -4.86 -2.16 -1.91
N1 0.74 -2.18 0.12
H12 -1.76 0.93 -0.33
H13 -6.75 1.26 0.82
H14 -7.79 0.21 2.80
C5 -4.15 -2.72 -4.14
C6 2.77 -3.85 -2.51
N2 3.21 0.25 -0.40
H15 -6.19 -2.43 -3.55
C7 2.16 -4.57 -0.08
H16 3.76 -5.13 -3.72
H17 0.40 -2.66 2.10
H18 -4.78 -2.83 2.83
C8 1.30 -2.55 -1.03
H19 -4.69 0.32 -0.12
C9 -2.90 -4.91 0.19
H20 1.34 3.97 1.60
H21 0.87 2.55 3.58
C10 -2.87 -6.19 0.72
H22 2.73 -5.48 -0.11
H23 4.50 1.87 -0.92
H24 -5.66 -1.95 -1.21
N3 3.27 -5.03 -2.84
C11 -5.19 -1.92 2.39
C12 -2.50 -4.01 2.40
C13 -5.16 -2.44 -3.23
C14 1.55 -4.19 1.11
C15 -3.53 -2.20 -1.49
H25 3.20 -0.02 -1.39
H26 -2.36 -5.45 3.99
C16 1.52 2.89 1.56
H27 3.18 -5.86 -2.27
C17 -4.62 -1.33 1.27
H28 -4.40 -2.88 -5.18
H29 3.88 -0.37 0.07
C18 -5.17 -0.18 0.72
N4 0.78 0.74 2.47
C19 -2.51 -2.46 -2.41
H30 -2.62 -7.39 2.48
C20 -6.91 -0.24 2.35
H31 1.18 -1.90 -1.90
H32 0.26 1.80 -2.28
C21 0.09 2.92 -0.41
N5 1.31 2.37 0.20
C22 3.65 1.65 -0.26
C23 0.61 2.19 2.58
H33 -1.48 -2.47 -2.08
C24 2.05 -3.72 -1.18
H34 -3.04 -7.03 0.07
H35 2.25 2.48 -1.68
H36 -3.08 -4.76 -0.87
C25 -6.33 0.36 1.24
C26 -2.49 -5.30 2.93
N6 -0.96 0.76 -0.94
H37 0.29 3.92 -0.82
Pt1 0.98 0.06 0.27
C27 -6.37 -1.38 2.91
C28 -2.66 -6.39 2.08
H38 -1.30 2.58 -1.99
C29 2.51 2.61 -0.62
As1 -3.00 -2.00 0.39
H39 0.02 0.26 2.95
C30 -2.83 -2.76 -3.72
O1 2.86 -2.83 -3.17

2.
A cluster of 2 separate species, C4H9NO in total, computed with the ωB97M-V functional and the def2-TZVPD basis.

The value obtained for the energy relative to the best compared isomer or geometry (same formula, charge and spin) is 99.5 kJ/mol. The calculation puts the LUMO energy (alpha / beta) at 4.3 / 4.3 eV. The HOMO-LUMO gap (alpha / beta) is 4.9 / 6.7 eV. As for the expectation value of S²: 0.7827. The spin multiplicity is 2. Its largest force on an atom is 0.0491 hartree/bohr. The HOMO energy (alpha / beta) is -0.61 / -2.46 eV. As for the charge: -1.

Cartesian coordinates (Å):
C1 -0.21 -1.09 -0.15
N1 0.91 0.83 1.05
H1 -0.88 1.19 -0.80
C2 1.92 0.83 0.22
O1 -1.08 1.75 -1.59
H2 -0.28 -3.12 0.71
H3 -1.70 -2.23 0.96
C3 -0.15 -0.06 0.76
H4 -1.50 -2.88 -0.61
H5 2.94 0.95 0.56
H6 0.13 -1.08 -1.19
H7 1.75 0.46 -0.79
C4 -0.93 -2.39 0.19
H8 -1.03 0.20 1.35
H9 -1.61 2.44 -1.18

3.
A cluster of 2 separate species, H3INPS in total, computed with the ωB97M-V functional and the def2-TZVPD basis.

The value obtained for the energy relative to the best compared isomer or geometry (same formula, charge and spin) is 180.9 kJ/mol. The calculation puts the LUMO energy (alpha / beta) at -1.1 / -1.4 eV. The HOMO-LUMO gap (alpha / beta) is 7.5 / 7.4 eV. Its largest force on an atom is 0.0194 hartree/bohr. The HOMO energy (alpha / beta) is -8.60 / -8.74 eV.

Cartesian coordinates (Å):
P1 1.20 0.43 0.67
H1 0.55 -0.76 0.27
H2 -1.48 0.70 -1.16
I1 -4.65 -0.34 0.07
H3 0.37 0.67 1.83
S1 -3.17 1.55 0.02
N1 -1.71 1.33 -0.40

Repeat the first record exactly.
A structure of composition C30H39AsN6OPt, computed with the ωB97M-V functional and the def2-TZVPD basis.

The calculation puts the LUMO energy (alpha / beta) at -15.3 / -15.3 eV. The HOMO-LUMO gap (alpha / beta) is 3.5 / 3.6 eV. Its largest force on an atom is 0.0797 hartree/bohr. The HOMO energy (alpha / beta) is -18.87 / -18.88 eV. As for the charge: +4.

Cartesian coordinates (Å):
H1 -2.05 -3.01 -4.42
H2 1.64 -4.81 1.99
H3 4.01 1.81 0.76
H4 1.66 0.46 2.91
H5 -0.66 3.03 0.37
H6 2.56 2.73 1.85
H7 -6.86 -1.88 3.73
C1 -0.48 2.03 -1.51
H8 -2.34 -3.17 3.06
H9 2.86 3.64 -0.49
H10 -0.44 2.45 2.41
H11 -1.28 0.15 -1.70
C2 0.86 -2.99 1.18
C3 -2.76 -3.81 1.05
C4 -4.86 -2.16 -1.91
N1 0.74 -2.18 0.12
H12 -1.76 0.93 -0.33
H13 -6.75 1.26 0.82
H14 -7.79 0.21 2.80
C5 -4.15 -2.72 -4.14
C6 2.77 -3.85 -2.51
N2 3.21 0.25 -0.40
H15 -6.19 -2.43 -3.55
C7 2.16 -4.57 -0.08
H16 3.76 -5.13 -3.72
H17 0.40 -2.66 2.10
H18 -4.78 -2.83 2.83
C8 1.30 -2.55 -1.03
H19 -4.69 0.32 -0.12
C9 -2.90 -4.91 0.19
H20 1.34 3.97 1.60
H21 0.87 2.55 3.58
C10 -2.87 -6.19 0.72
H22 2.73 -5.48 -0.11
H23 4.50 1.87 -0.92
H24 -5.66 -1.95 -1.21
N3 3.27 -5.03 -2.84
C11 -5.19 -1.92 2.39
C12 -2.50 -4.01 2.40
C13 -5.16 -2.44 -3.23
C14 1.55 -4.19 1.11
C15 -3.53 -2.20 -1.49
H25 3.20 -0.02 -1.39
H26 -2.36 -5.45 3.99
C16 1.52 2.89 1.56
H27 3.18 -5.86 -2.27
C17 -4.62 -1.33 1.27
H28 -4.40 -2.88 -5.18
H29 3.88 -0.37 0.07
C18 -5.17 -0.18 0.72
N4 0.78 0.74 2.47
C19 -2.51 -2.46 -2.41
H30 -2.62 -7.39 2.48
C20 -6.91 -0.24 2.35
H31 1.18 -1.90 -1.90
H32 0.26 1.80 -2.28
C21 0.09 2.92 -0.41
N5 1.31 2.37 0.20
C22 3.65 1.65 -0.26
C23 0.61 2.19 2.58
H33 -1.48 -2.47 -2.08
C24 2.05 -3.72 -1.18
H34 -3.04 -7.03 0.07
H35 2.25 2.48 -1.68
H36 -3.08 -4.76 -0.87
C25 -6.33 0.36 1.24
C26 -2.49 -5.30 2.93
N6 -0.96 0.76 -0.94
H37 0.29 3.92 -0.82
Pt1 0.98 0.06 0.27
C27 -6.37 -1.38 2.91
C28 -2.66 -6.39 2.08
H38 -1.30 2.58 -1.99
C29 2.51 2.61 -0.62
As1 -3.00 -2.00 0.39
H39 0.02 0.26 2.95
C30 -2.83 -2.76 -3.72
O1 2.86 -2.83 -3.17